Entry 1:
118
Properties=species:S:1:pos:R:3:mulliken_charge:R:1 method="wB97M-V/def2-TZVPD" multiplicity=1 total_charge=-1 e_homo_ev=-2.28 gap_ev=3.904 lumo_energy_ev=1.63
I -5.092 -6.001 2.108 -0.0666
I -1.295 -3.601 2.744 -0.3596
S 3.662 3.548 3.752 1.0202
S 5.488 4.967 -5.408 1.1613
S -7.757 -1.167 0.147 1.2184
S 0.260 -5.340 -4.172 1.1525
S -7.847 -0.232 5.742 1.1779
S 5.181 3.156 -1.051 1.1939
O 6.157 3.566 -0.061 -0.6943
O 3.385 2.356 2.994 -0.5281
O 6.158 3.705 -5.204 -0.6436
O 3.198 -2.191 0.023 -0.6780
O -6.925 0.833 5.435 -0.6843
O -9.172 0.095 6.222 -0.6782
O -0.118 -6.729 -4.267 -0.6879
O -0.671 -4.351 -3.707 -0.6280
O 4.125 4.987 -5.874 -0.6670
O 1.110 -2.109 0.829 -0.0905
O -7.762 -2.003 1.322 -0.5525
O 4.332 4.171 -1.637 -0.6903
O 3.028 3.767 5.028 -0.6819
O -7.097 -1.601 -1.055 -0.7165
C -1.991 -2.582 0.847 -1.0925
C 3.420 4.997 2.725 -0.5481
C -0.949 -2.780 -0.274 0.2967
C 6.472 6.009 -6.487 -0.7399
C 2.887 -2.371 2.396 -0.2814
C 6.006 2.228 -2.333 -0.6076
C 5.949 0.789 -1.835 -0.9381
C 2.877 -5.358 -4.324 -0.7355
C 6.544 7.168 -4.341 -0.7629
C -7.097 -1.404 6.871 -0.7631
C 6.380 7.390 -5.850 -0.5962
C -9.530 0.822 0.028 -0.5794
C -9.445 -0.681 -0.262 -0.7604
C 1.797 -5.222 -3.258 -0.4108
C 0.467 -3.160 0.064 -0.3629
C -7.176 0.471 0.578 -0.5912
C 4.525 0.588 -1.296 -0.4214
C 3.018 -3.861 2.749 -1.0732
C 2.439 -2.214 0.966 0.6496
C -8.123 1.406 -0.164 -0.7108
C 4.206 1.793 -0.403 -0.4749
C 5.444 3.748 3.948 -0.7555
C -7.992 -1.362 4.355 0.1083
C 5.829 4.968 3.104 -0.1256
C 4.606 5.894 3.056 -0.6897
C -4.444 -3.091 1.363 0.6846
C 5.630 6.004 -3.944 -0.1419
C -5.568 -4.106 1.252 -0.9441
C 0.938 -4.827 -5.765 -0.6828
C -7.524 -2.765 6.331 -0.8160
C -7.363 -2.683 4.807 -0.5163
C -3.250 -3.314 0.439 -0.8137
C 2.413 -4.497 -5.508 -0.6320
H -4.092 -3.020 2.396 0.1772
H 5.919 2.829 3.613 0.3742
H 4.451 6.370 4.027 0.3445
H 0.359 -3.976 -6.112 0.3540
H -10.122 -1.278 0.344 0.3256
H 2.446 5.421 2.960 0.4345
H -7.449 -1.183 7.877 0.4394
H 6.296 8.064 -3.772 0.3532
H 3.845 -1.861 2.512 0.2606
H -5.814 -4.269 0.202 0.4778
H -8.569 -2.953 6.590 0.3361
H 6.700 5.470 3.526 0.3491
H 3.447 4.665 1.687 0.1800
H -4.901 -2.123 1.116 -0.3805
H 2.153 -1.896 3.046 0.3627
H -6.018 -1.263 6.808 0.3579
H 0.495 -4.094 0.631 0.3345
H -7.265 0.579 1.659 0.2343
H 3.846 -5.036 -3.945 0.3480
H 7.009 2.633 -2.454 0.5270
H -0.883 -1.831 -0.822 0.1841
H 4.516 1.639 0.630 0.1983
H 4.725 6.679 2.310 0.3529
H 0.814 -5.667 -6.446 0.3461
H 5.402 7.829 -6.060 0.2954
H -6.302 -2.693 4.548 0.2123
H 2.514 -3.441 -5.247 0.2956
H 7.490 5.621 -6.471 0.3291
H -3.504 -2.867 -0.536 0.3369
H -6.454 -3.738 1.755 0.2927
H -9.852 0.983 1.059 0.2970
H 4.622 6.325 -3.693 0.3930
H 1.814 -4.241 -2.784 0.0211
H -6.922 -3.567 6.757 0.3700
H 2.288 -4.466 2.207 0.2569
H 3.014 -4.675 -6.399 0.3377
H 4.016 -4.233 2.510 0.3367
H 6.083 4.649 2.092 -0.0590
H 6.018 5.396 -3.134 -0.0761
H 2.965 -6.402 -4.633 0.3264
H -7.472 -0.939 3.502 -0.3447
H 6.059 5.943 -7.491 0.3991
H -10.260 1.302 -0.623 0.3188
H 4.423 -0.341 -0.740 0.1712
H -7.826 -3.527 4.299 0.3558
H 3.824 0.544 -2.131 0.3160
H 7.141 8.061 -6.248 0.3536
H -9.589 -0.909 -1.316 0.3636
H -3.122 -4.400 0.235 0.2874
H 6.680 0.637 -1.037 0.3008
H 2.841 -4.014 3.813 0.2819
H 7.583 6.916 -4.120 0.3099
H 5.627 3.897 5.010 0.3786
H 6.178 0.089 -2.638 0.4006
H -9.054 -1.458 4.135 0.3949
H -6.131 0.547 0.281 0.4989
H -7.867 1.425 -1.226 0.2987
H -8.050 2.423 0.217 0.3766
H 1.052 -3.286 -0.854 -0.0828
H -1.281 -3.561 -0.984 0.0927
H 1.803 -6.002 -2.502 0.5259
H 3.158 2.082 -0.425 0.4371
H 5.443 2.363 -3.255 0.2800



Entry 2:
23
Properties=species:S:1:pos:R:3:mulliken_charge:R:1 method="wB97M-V/def2-TZVPD" multiplicity=1 total_charge=+1 e_homo_ev=-13.02 relative_energy_kj_mol=218.4 gap_ev=10.172 lumo_energy_ev=-2.85 smiles=C[NH2+]C(C)(C)c1nccs1
S -2.410 0.998 -0.421 -0.0580
N 1.184 -0.705 0.365 -0.2025
N -1.254 -1.113 0.420 -0.4361
C 1.670 -1.285 -0.916 -1.0232
C 0.896 1.507 -1.026 -1.6014
C 0.418 0.625 0.126 1.2802
C -2.583 -1.461 0.293 -0.6475
C -1.048 0.076 0.058 0.1255
C -3.327 -0.422 -0.224 -0.1946
C 0.660 1.342 1.428 -1.6918
H -4.389 -0.634 -0.408 0.4103
H 2.104 -0.552 0.739 0.3956
H 0.690 1.130 -2.012 0.4159
H -2.777 -2.296 0.798 0.4916
H 0.614 0.552 2.187 0.4614
H 2.352 -0.632 -1.418 0.4083
H 1.893 1.989 -0.937 0.3927
H 0.902 -1.419 -1.640 0.3691
H 2.033 -2.337 -0.559 0.3480
H 1.651 1.528 1.642 0.5133
H 0.204 2.464 -0.949 0.4230
H 0.653 -1.414 0.904 0.4354
H -0.137 2.058 1.551 0.3847



Entry 3:
12
Properties=species:S:1:pos:R:3:mulliken_charge:R:1 method="wB97M-V/def2-TZVPD" multiplicity=1 total_charge=0 e_homo_ev=-9.10 relative_energy_kj_mol=377.7 gap_ev=7.686 lumo_energy_ev=-1.42
S 0.925 -0.055 1.276 -0.1077
C -0.563 0.416 0.455 -1.2296
C -0.566 0.627 -1.046 0.1081
C -0.485 -0.706 -1.801 -1.1665
H -1.428 1.324 -1.311 0.2845
H -1.046 1.279 1.035 0.3253
H -1.366 -0.248 0.668 0.4061
H 0.253 1.246 -1.183 0.3052
H -0.217 -1.614 0.595 0.1727
H -1.429 -1.272 -1.617 0.2917
H -0.282 -0.550 -2.895 0.3114
H 0.401 -1.311 -1.358 0.2990



Entry 4:
14
Properties=species:S:1:pos:R:3:mulliken_charge:R:1 method="wB97M-V/def2-TZVPD" multiplicity=3 total_charge=0 s2=2.01 e_homo_ev="-6.60 / -10.02" relative_energy_kj_mol=380.1 gap_ev="7.744 / 7.982" lumo_energy_ev="1.15 / -2.04"
P -1.631 0.382 1.073 -0.0964
C 2.174 1.101 0.475 -0.4240
C -1.855 0.298 -0.581 -0.3322
C 3.135 1.357 -0.298 -0.3493
C -2.967 1.115 -0.070 -0.5958
H -1.501 -0.092 -1.444 0.5356
H 2.188 1.274 1.593 0.1840
H -2.834 2.221 -0.059 0.2251
H -0.935 -5.727 0.242 -0.0071
H 3.134 0.980 -1.334 0.2102
H -0.230 -6.005 0.187 0.0072
H 3.940 1.869 0.120 0.2419
H -3.961 0.759 -0.189 0.2886
H 1.343 0.468 0.285 0.1122



Entry 5:
10
Properties=species:S:1:pos:R:3:mulliken_charge:R:1 method="wB97M-V/def2-TZVPD" multiplicity=1 total_charge=0 e_homo_ev=-10.17 relative_energy_kj_mol=190.8 gap_ev=9.338 lumo_energy_ev=-0.83
O -1.697 0.502 -0.422 -0.1005
O -1.253 -1.458 0.536 -0.3773
O 2.705 -0.018 0.011 -0.2715
N 0.176 1.210 0.385 -0.2269
N 1.526 -0.729 -0.211 -0.2927
N -0.988 1.502 0.167 -0.0870
N -0.821 -0.653 -0.506 0.0304
C 0.415 -0.106 -0.056 0.6117
H -2.152 -1.744 0.356 0.3458
H 2.372 0.852 0.144 0.3681



Entry 6:
14
Properties=species:S:1:pos:R:3:mulliken_charge:R:1 method="wB97M-V/def2-TZVPD" multiplicity=1 total_charge=0 e_homo_ev=-8.57 relative_energy_kj_mol=584.7 gap_ev=7.723 lumo_energy_ev=-0.85
S 0.902 2.232 -1.025 -0.2460
S -2.526 -1.559 -0.301 -0.2191
N -2.324 -0.260 0.727 -0.4320
C 1.583 -0.112 0.289 -1.0635
C -0.019 -0.285 -0.221 0.0017
C -1.166 0.224 0.536 -0.0527
C 0.982 0.435 -0.933 0.1173
H 1.598 0.536 1.197 0.2774
H -0.803 1.011 1.022 0.4487
H -0.305 -1.305 -0.764 0.2121
H 2.190 2.435 -0.161 0.1564
H 2.291 -0.796 0.350 0.3279
H 1.196 -0.054 -1.844 0.3378
H -3.599 -2.501 1.128 0.1340



Entry 7:
66
Properties=species:S:1:pos:R:3:mulliken_charge:R:1 method="wB97M-V/def2-TZVPD" multiplicity=1 total_charge=0 e_homo_ev=-9.91 gap_ev=10.081 lumo_energy_ev=0.17 smiles=CC#N.CC#N.CC#N.CC#N.CC#N.CC#N.CC#N.CC#N.CCO.CCO
O -30.899 -15.554 97.555 -0.5273
O -36.732 -20.239 96.299 -0.4893
N -40.218 -18.126 94.433 -0.3746
N -38.528 -13.320 100.068 -0.3750
N -32.710 -19.674 101.574 -0.4904
N -32.130 -19.216 95.041 -0.4517
N -34.499 -21.329 97.510 -0.2755
N -36.714 -14.894 95.390 -0.5390
N -37.604 -19.030 91.299 -0.5150
N -39.974 -21.014 99.551 -0.4539
C -36.849 -18.779 96.264 1.1954
C -37.869 -20.616 93.390 0.3590
C -32.820 -15.462 96.396 -0.6387
C -39.182 -21.835 99.266 0.4890
C -38.113 -22.829 98.911 -0.6262
C -33.500 -21.330 97.919 0.1087
C -40.434 -18.674 95.402 0.3290
C -33.066 -17.372 100.322 -0.2972
C -38.271 -14.085 99.260 0.0611
C -40.711 -19.474 96.671 -0.7597
C -32.749 -20.119 94.618 0.2639
C -36.806 -15.642 94.461 0.3231
C -32.857 -18.671 101.014 0.3681
C -37.098 -16.586 93.254 -0.1661
C -37.744 -19.704 92.230 0.4161
C -33.672 -21.284 94.235 -0.2356
C -37.823 -15.183 98.327 -0.5825
C -31.368 -15.141 96.364 -0.4257
C -32.041 -21.282 98.592 -0.6550
C -35.572 -17.980 96.675 -0.3230
H -29.997 -15.048 97.855 0.3050
H -38.263 -20.082 94.080 -0.6152
H -37.345 -22.463 98.216 0.0055
H -33.246 -15.393 95.357 0.2821
H -33.501 -22.256 94.772 0.2617
H -33.126 -16.485 96.656 0.0390
H -33.807 -17.574 99.506 -0.1338
H -33.530 -16.609 101.047 0.3230
H -31.430 -20.661 97.917 0.2375
H -35.416 -16.893 96.570 0.0528
H -36.014 -20.451 96.922 0.2713
H -33.081 -14.667 97.041 0.3178
H -38.475 -23.575 98.204 0.2755
H -41.659 -19.103 97.117 0.3749
H -31.700 -22.256 98.836 0.3531
H -36.816 -15.132 98.062 0.1984
H -38.000 -16.129 98.657 0.4114
H -37.145 -18.636 95.168 -0.5753
H -39.916 -19.126 97.449 0.1291
H -36.839 -21.013 93.641 -0.0160
H -37.617 -23.434 99.673 0.3435
H -36.221 -16.903 92.877 0.3860
H -34.652 -18.294 96.064 0.0898
H -38.318 -21.528 93.004 0.4169
H -38.700 -15.238 97.553 0.2800
H -40.615 -20.544 96.861 0.3267
H -35.201 -18.370 97.672 0.1344
H -37.673 -17.365 93.676 -0.3702
H -32.127 -20.841 99.599 0.0922
H -37.681 -18.509 96.913 -0.3626
H -32.125 -16.879 100.135 0.2603
H -33.672 -21.497 93.179 0.3745
H -31.159 -14.080 96.137 0.3222
H -34.569 -20.873 94.723 -0.2040
H -30.711 -15.727 95.705 0.3082
H -37.715 -15.973 92.566 0.3917



Entry 8:
36
Properties=species:S:1:pos:R:3:mulliken_charge:R:1 method="wB97M-V/def2-TZVPD" multiplicity=5 total_charge=0 s2=6.11 e_homo_ev="-5.94 / -8.49" relative_energy_kj_mol=0.0 gap_ev="6.343 / 5.701" lumo_energy_ev="0.40 / -2.79"
Fe 2.367 1.214 -1.902 0.3522
O 0.470 0.533 2.462 -0.5728
O -1.287 0.219 3.920 -0.5676
O 3.124 -1.519 -1.268 -0.3740
O 4.442 1.039 -3.930 -0.3742
O 4.538 1.902 -0.050 -0.3257
N -1.971 -0.917 1.293 -0.0309
C 0.875 1.990 -3.214 -0.9802
C 0.965 2.910 -2.170 -0.2659
C 2.688 -0.469 -1.524 0.1796
C 3.602 1.730 -0.721 0.2454
C -0.123 0.369 -1.643 -0.4543
C -1.008 -1.313 2.212 0.2919
C -3.059 -2.648 2.506 -0.4351
C 0.951 2.427 -0.853 -1.0743
C 0.596 1.103 -0.583 0.1878
C -0.533 0.000 2.972 0.4017
C -1.665 -2.402 3.108 -0.7235
C -3.235 -1.588 1.389 -0.6543
C 0.682 0.632 -2.877 -0.5026
C 3.523 1.189 -3.230 0.1902
H 1.206 3.101 -0.028 0.5424
H -0.248 -0.709 -1.423 0.3636
H -3.108 -3.656 2.081 0.2629
H 1.161 3.959 -2.367 0.4462
H 1.038 2.287 -4.254 0.4414
H -1.908 -0.053 0.769 0.2209
H -4.066 -0.921 1.658 0.2932
H -3.833 -2.555 3.277 0.2915
H -3.500 -2.094 0.456 0.3217
H -1.053 -3.306 3.074 0.2823
H 0.734 -0.141 -3.653 0.5280
H -1.159 0.780 -1.763 0.4177
H -0.121 -1.742 1.703 0.3412
H 0.666 0.696 0.430 0.4399
H -1.753 -2.051 4.140 0.2938